(1)
Molecular formula: C3H5N3OS
Method: DFT, wB97M-V/def2-TZVPD

Output
* HOMO energy: -8.4831 eV
* electronic energy: -20545.330 eV
* gap between HOMO and LUMO: 0.3007 Eh
* SMILES: NC(=S)/N=C/NC=O
* relative energy (zero: lowest compared OMol25 entry of this formula, charge and spin): 31.77 kJ/mol
* LUMO: -0.3 eV

ORCA input file:
```
! RIJCOSX wB97M-V def2-TZVPD def2/J DEFGRID3
* xyz 0 1
C -1.70808 0.19518 -0.02852
C 0.28115 -0.90649 0.00001
C 2.50466 0.13591 -0.03136
H -1.72405 2.24349 -0.18025
H -3.28130 1.53560 0.11056
H -0.24478 -1.86200 0.01945
H 2.11114 -1.86645 0.19348
H 2.01109 1.09135 -0.01994
N -2.27662 1.42325 0.03005
N -0.34262 0.20760 -0.03170
N 1.63418 -0.97301 -0.03785
O 3.70085 -0.03565 -0.00177
S -2.66562 -1.18877 -0.02216
*
```

---

(2)
Molecular formula: C3H5N3OS
Method: DFT, wB97M-V/def2-TZVPD

Output
* HOMO energy: -8.6467 eV
* electronic energy: -20540.401 eV
* gap between HOMO and LUMO: 0.3247 Eh
* SMILES: [H]/N=C(\NC=S)ON=C
* relative energy (zero: lowest compared OMol25 entry of this formula, charge and spin): 507.35 kJ/mol
* LUMO: 0.2 eV

ORCA input file:
```
! RIJCOSX wB97M-V def2-TZVPD def2/J DEFGRID3
* xyz 0 1
C 3.76312 0.06481 -0.10596
C 0.33618 -0.01421 0.20844
C -2.03932 0.89576 -0.08342
H 4.66978 -0.56408 -0.36575
H 3.89589 1.06045 0.49365
H -0.88279 -1.37807 -0.27889
H -0.07259 1.93841 -0.43911
H -2.42817 2.00880 -0.06708
N 2.58740 -0.60338 -0.31036
N 0.13412 -1.21315 0.17530
N -0.62881 1.00589 -0.15800
O 1.59208 0.55985 0.35058
S -2.80798 -0.47175 -0.01315
*
```

---

(3)
Molecular formula: C3H5N3S
Method: DFT, wB97M-V/def2-TZVPD

Output
* HOMO energy: -8.2898 eV
* electronic energy: -18496.318 eV
* gap between HOMO and LUMO: 0.3255 Eh
* SMILES: Nn1cncc1S
* relative energy (zero: lowest compared OMol25 entry of this formula, charge and spin): 152.47 kJ/mol
* LUMO: 0.6 eV

ORCA input file:
```
! RIJCOSX wB97M-V def2-TZVPD def2/J DEFGRID3
* xyz 0 1
C 1.58940 0.16726 -0.01427
C 0.35245 -1.58680 -0.01448
C -0.48108 -0.52010 -0.00021
H -0.68272 2.14407 -0.76967
H -0.57516 2.15224 0.79391
H 2.45556 0.88952 0.05106
H 0.15291 -2.63082 -0.00088
H -2.44744 -1.61786 0.01473
N -0.07678 1.90877 -0.01954
N 0.32144 0.59527 -0.01480
N 1.65478 -1.16678 -0.01577
S -2.26336 -0.33476 -0.01008
*
```

---

(4)
Molecular formula: C3H5N3S
Method: DFT, wB97M-V/def2-TZVPD

Output
* HOMO energy: -7.8194 eV
* electronic energy: -18495.598 eV
* gap between HOMO and LUMO: 0.2745 Eh
* SMILES: c1c[nH]cn1.N=S
* relative energy (zero: lowest compared OMol25 entry of this formula, charge and spin): 221.87 kJ/mol
* LUMO: -0.4 eV

ORCA input file:
```
! RIJCOSX wB97M-V def2-TZVPD def2/J DEFGRID3
* xyz 0 1
C 0.10516 0.57602 -0.06196
C 1.46536 0.61483 -0.14891
C 0.76442 -1.44461 0.00952
N -0.31648 -0.71016 0.03569
N 1.87561 -0.68743 -0.10908
N -3.03481 1.12559 -0.10465
S -3.18919 -0.40390 0.04755
H -0.59811 1.38457 -0.09211
H 2.14110 1.43699 -0.25456
H 0.78585 -2.51189 0.07282
H 2.82728 -1.01478 -0.15215
H -2.82618 1.63477 0.75784
*
```

---

(5)
Molecular formula: C3H5N3S2
Method: DFT, wB97M-V/def2-TZVPD

Output
* HOMO energy: -8.9070 eV
* electronic energy: -29328.619 eV
* gap between HOMO and LUMO: 0.2677 Eh
* relative energy (zero: lowest compared OMol25 entry of this formula, charge and spin): 394.30 kJ/mol
* LUMO: -1.6 eV

ORCA input file:
```
! RIJCOSX wB97M-V def2-TZVPD def2/J DEFGRID3
* xyz 0 1
C -0.61871 1.00850 0.27188
C -0.72284 -0.42349 0.17256
C 1.76219 -0.82218 0.50207
H -1.68236 1.01879 -1.91968
H -1.55983 2.68261 -1.07538
H 0.31850 1.34015 1.90070
H 0.38862 -2.12282 0.57951
H 2.28218 -1.35795 1.42003
N -1.52808 1.58101 -0.73039
N -0.33353 1.88982 1.20116
N 0.46368 -1.12438 0.49650
S -2.21028 -1.14203 -0.21269
S 2.67994 0.10684 -0.62200
*
```

---

(6)
Molecular formula: C3H5N4
Method: DFT, wB97M-V/def2-TZVPD

Output
* HOMO energy (spin up / spin down): -13.4702 / -13.4711 eV
* electronic energy: -9141.371 eV
* gap between HOMO and LUMO (spin up / spin down): 0.2999 / 0.2999 Eh
* relative energy (zero: lowest compared OMol25 entry of this formula, charge and spin): 350.71 kJ/mol
* LUMO (spin up / spin down): -5.3 / -5.3 eV

ORCA input file:
```
! RIJCOSX wB97M-V def2-TZVPD def2/J DEFGRID3
* xyz 1 1
C 1.22449 1.27526 -1.09176
C 1.67544 0.08418 -0.55001
C -0.68208 -0.20485 0.39054
N 0.83137 2.28396 -1.48787
N 2.56530 -0.63696 -0.42740
N -1.43309 -0.72567 -0.48031
N -1.13571 0.42039 1.38516
H 2.98912 -1.43504 -0.15246
H -0.97308 -1.52208 -0.93828
H -2.44172 -0.67742 -0.35327
H -0.50625 0.89278 2.06707
H -2.11378 0.24546 1.63859
*
```

---

(7)
Molecular formula: C3H5N4O2
Method: DFT, wB97M-V/def2-TZVPD

Output
* HOMO energy (spin up / spin down): -12.8285 / -12.8292 eV
* electronic energy: -13233.369 eV
* gap between HOMO and LUMO (spin up / spin down): 0.2825 / 0.2826 Eh
* SMILES: NC#[N+]C(N)=C=[N+]([O-])O
* relative energy (zero: lowest compared OMol25 entry of this formula, charge and spin): 629.27 kJ/mol
* LUMO (spin up / spin down): -5.1 / -5.1 eV

ORCA input file:
```
! RIJCOSX wB97M-V def2-TZVPD def2/J DEFGRID3
* xyz 1 1
C -0.13572 -0.64562 0.52525
C 0.18330 -1.21480 -0.65632
C -0.00016 1.91270 0.98469
N -0.28562 -1.39515 1.61240
N -0.02358 0.75709 0.62183
N 0.04829 -1.34247 -1.90673
N -0.14235 3.16605 1.17708
O -0.97975 -1.28266 -2.62698
O 1.15103 -1.84479 -2.63444
H 0.84693 -1.94409 -3.59449
H 0.16448 -1.11685 2.53747
H 0.37056 3.63758 1.99844
H -0.66707 -2.37532 1.58780
H -0.53034 3.68830 0.37400
*
```

---

(8)
Molecular formula: C3H5N4P
Method: DFT, wB97M-V/def2-TZVPD

Output
* HOMO energy: -8.3692 eV
* electronic energy: -18438.324 eV
* gap between HOMO and LUMO: 0.2996 Eh
* relative energy (zero: lowest compared OMol25 entry of this formula, charge and spin): 0.00 kJ/mol
* LUMO: -0.2 eV

ORCA input file:
```
! RIJCOSX wB97M-V def2-TZVPD def2/J DEFGRID3
* xyz 0 1
C 1.63249 -0.81951 1.01838
C 1.39665 -1.54724 -1.13003
C 0.13908 0.11423 -0.38519
N 2.02682 -1.60206 0.05922
N 0.63144 0.05231 0.85010
N 0.48313 -0.58780 -1.40740
N -1.27657 1.39582 -0.59653
P -2.06307 1.37355 0.86863
H 2.09342 -0.88483 2.00798
H 1.68574 -2.31953 -1.85567
H -0.65071 2.14670 -0.61551
H -2.96559 0.32499 0.51526
H -3.13282 2.35337 0.67077
*
```

---

(9)
Molecular formula: C3H5N5
Method: DFT, wB97M-V/def2-TZVPD

Output
* HOMO energy: -8.8753 eV
* electronic energy: -10636.709 eV
* gap between HOMO and LUMO: 0.3325 Eh
* SMILES: c1nc[nH]nc[nH]n1
* relative energy (zero: lowest compared OMol25 entry of this formula, charge and spin): 594.80 kJ/mol
* LUMO: 0.2 eV

ORCA input file:
```
! RIJCOSX wB97M-V def2-TZVPD def2/J DEFGRID3
* xyz 0 1
C 1.65214 -0.48141 -0.21228
C -1.37218 -0.98769 -0.35232
C -1.13195 1.26086 0.15991
H 2.03800 1.50795 -0.56360
H 2.62866 -0.63806 -0.59574
H -0.52624 -0.24140 1.14310
H -1.79364 -1.88418 -0.87416
H -1.48619 1.84504 1.02188
N 1.37418 0.89164 -0.25207
N 0.83428 -1.56391 0.12306
N -0.48439 -1.32883 0.65771
N -1.87914 0.16360 -0.54891
N 0.14647 1.45641 0.29342
*
```

---

(10)
Molecular formula: C3H5N5
Method: DFT, wB97M-V/def2-TZVPD

Output
* HOMO energy: -9.6761 eV
* electronic energy: -10636.296 eV
* gap between HOMO and LUMO: 0.3151 Eh
* relative energy (zero: lowest compared OMol25 entry of this formula, charge and spin): 634.71 kJ/mol
* LUMO: -1.1 eV

ORCA input file:
```
! RIJCOSX wB97M-V def2-TZVPD def2/J DEFGRID3
* xyz 0 1
C -0.59983 -0.91449 0.71394
C 0.11093 -0.31370 1.83266
C 0.80584 0.79141 0.20996
H 0.31511 -0.42698 -2.12935
H -0.36278 1.20945 -1.98098
H -1.92113 -1.70959 -0.02958
H -0.15000 -0.23083 2.90900
H 1.75426 1.09211 -1.65401
N -0.66242 -0.01251 -1.64389
N -0.05305 -0.13181 -0.30572
N -1.59547 -1.71189 0.91295
N 0.94138 0.74994 1.58470
N 1.41716 1.60889 -0.41968
*
```

---

(11)
Molecular formula: C3H5N5O
Method: DFT, wB97M-V/def2-TZVPD

Output
* HOMO energy: -9.1210 eV
* electronic energy: -12686.354 eV
* gap between HOMO and LUMO: 0.3266 Eh
* SMILES: NNc1ncc[n+]([O-])n1
* relative energy (zero: lowest compared OMol25 entry of this formula, charge and spin): 283.74 kJ/mol
* LUMO: -0.2 eV

ORCA input file:
```
! RIJCOSX wB97M-V def2-TZVPD def2/J DEFGRID3
* xyz 0 1
C 1.05496 -1.58967 -0.36719
C 0.24573 -1.95849 0.64984
C 0.17095 0.39985 -0.52186
N 0.99277 -0.48319 -1.00345
N -0.63705 0.17879 0.53020
N -0.73855 -1.08077 0.93595
N -0.68676 2.59440 -0.33991
N 0.10599 1.69097 -1.00658
O -1.65818 -1.38240 1.73168
H 1.70102 -2.33085 -0.73445
H 0.25858 -2.95197 1.00702
H -0.17824 2.76582 0.58143
H -1.49734 2.00635 -0.02302
H 0.86613 2.14118 -1.43968
*
```

---

(12)
Molecular formula: C3H5N6O2
Method: DFT, wB97M-V/def2-TZVPD

Output
* HOMO energy: -5.9186 eV
* electronic energy: -16223.038 eV
* gap between HOMO and LUMO: 0.3515 Eh
* relative energy (zero: lowest compared OMol25 entry of this formula, charge and spin): 137.08 kJ/mol
* LUMO: 3.6 eV

ORCA input file:
```
! RIJCOSX wB97M-V def2-TZVPD def2/J DEFGRID3
* xyz -1 1
C -1.54080 0.29109 -0.01410
C 1.71049 0.88345 0.35025
C 1.28135 -0.27767 -0.61600
N -3.20825 1.39222 -0.42182
N -2.52025 0.36627 -0.92842
N -1.56338 1.18297 0.99674
N -2.65839 1.86163 0.68923
N -0.05547 -0.81788 -0.23376
N -0.04437 -2.07254 0.12120
O -1.03429 -2.50539 0.62989
O 0.95708 -2.72604 -0.06394
H 2.79474 0.91155 0.35937
H 1.23566 1.79344 -0.05462
H 1.37179 0.69247 1.34299
H 1.32601 0.17136 -1.63853
H 1.94808 -1.14694 -0.51849
*
```

---

(13)
Molecular formula: C3H5NO
Method: DFT, wB97M-V/def2-TZVPD

Output
* HOMO energy: -9.9058 eV
* electronic energy: -6728.069 eV
* gap between HOMO and LUMO: 0.3975 Eh
* SMILES: O=C1CNC1
* relative energy (zero: lowest compared OMol25 entry of this formula, charge and spin): 145.06 kJ/mol
* LUMO: 0.9 eV

ORCA input file:
```
! RIJCOSX wB97M-V def2-TZVPD def2/J DEFGRID3
* xyz 0 1
O -1.96176 -0.61541 -0.73893
C -0.90529 -0.20017 -0.36328
C 0.51767 -0.47315 -0.79926
N 0.98255 0.03958 0.52174
C -0.32912 0.73602 0.72388
H 0.81555 -1.49097 -1.05256
H 0.83200 0.18332 -1.62265
H 0.95503 -0.77869 1.14079
H -0.62036 0.79222 1.77724
H -0.25293 1.78891 0.39699
*
```

---

(14)
Molecular formula: C3H5NO
Method: DFT, wB97M-V/def2-TZVPD

Output
* HOMO energy: -8.2505 eV
* electronic energy: -6726.864 eV
* gap between HOMO and LUMO: 0.3424 Eh
* relative energy (zero: lowest compared OMol25 entry of this formula, charge and spin): 261.30 kJ/mol
* LUMO: 1.1 eV

ORCA input file:
```
! RIJCOSX wB97M-V def2-TZVPD def2/J DEFGRID3
* xyz 0 1
C -3.46777 -0.60039 -0.49117
C 0.32601 0.88624 0.34819
C 0.75210 -0.37843 1.01101
N 0.76469 0.90241 -0.91450
O -2.52910 -0.21051 -0.99011
H 1.37378 0.23750 -1.22412
H -0.20385 -0.91333 1.24154
H 1.30438 -0.35796 2.04335
H 1.31272 -1.12331 0.46103
H 0.36705 1.55777 -1.48523
*
```

---

(15)
Molecular formula: C3H5NO
Method: DFT, wB97M-V/def2-TZVPD

Output
* HOMO energy: -11.0118 eV
* electronic energy: -6728.437 eV
* gap between HOMO and LUMO: 0.4234 Eh
* SMILES: N#CCCO
* relative energy (zero: lowest compared OMol25 entry of this formula, charge and spin): 109.61 kJ/mol
* LUMO: 0.5 eV

ORCA input file:
```
! RIJCOSX wB97M-V def2-TZVPD def2/J DEFGRID3
* xyz 0 1
C 0.08020 0.66100 -0.59351
C 0.07309 -0.74549 -0.04737
C 0.39286 -0.93212 1.29773
H -1.54323 1.64630 0.03222
H 1.16921 0.88529 -0.62646
H -0.26965 0.66452 -1.70014
H 0.94698 -1.32511 -0.56857
H -0.86154 -1.32387 -0.39475
N 0.61365 -1.13847 2.43006
O -0.60157 1.60795 0.17081
*
```

---

(16)
Molecular formula: C3H5NO
Method: DFT, wB97M-V/def2-TZVPD

Output
* HOMO energy: -10.0405 eV
* electronic energy: -6726.784 eV
* gap between HOMO and LUMO: 0.4084 Eh
* SMILES: c1cnoc1.[H][H]
* relative energy (zero: lowest compared OMol25 entry of this formula, charge and spin): 269.07 kJ/mol
* LUMO: 1.1 eV

ORCA input file:
```
! RIJCOSX wB97M-V def2-TZVPD def2/J DEFGRID3
* xyz 0 1
C -0.93505 -1.04030 -0.01049
C -1.70648 0.06016 0.15502
C 0.32255 -0.51516 -0.42975
N 0.26471 0.76881 -0.45797
O -0.98700 1.12463 -0.07838
H -1.31613 -2.09305 0.13807
H -2.70420 0.32702 0.36520
H 1.25061 -0.94162 -0.78272
H 2.92070 0.78952 0.43017
H 2.89029 1.52000 0.67087
*
```

---

(17)
Molecular formula: C3H5NO
Method: DFT, wB97M-V/def2-TZVPD

Output
* HOMO energy (spin up / spin down): -7.5353 / -7.5401 eV
* electronic energy: -6723.728 eV
* gap between HOMO and LUMO (spin up / spin down): 0.2800 / 0.2803 Eh
* relative energy (zero: lowest compared OMol25 entry of this formula, charge and spin): 563.96 kJ/mol
* LUMO (spin up / spin down): 0.1 / 0.1 eV

ORCA input file:
```
! RIJCOSX wB97M-V def2-TZVPD def2/J DEFGRID3
* xyz 0 1
O -1.66954 0.04813 1.26586
C -1.10460 -0.23775 0.29363
C -0.34310 -0.41506 -0.83195
C 1.18121 -0.26052 -0.57083
N 0.61480 -1.55444 -0.67701
H -0.10244 2.32987 1.01997
H -0.81221 -0.20796 -1.78856
H 0.53919 2.33967 0.64281
H 1.43864 0.02031 0.46653
H 0.46178 -2.07516 0.20267
*
```

---

(18)
Molecular formula: C3H5NO
Method: DFT, wB97M-V/def2-TZVPD

Output
* HOMO energy: -10.2121 eV
* electronic energy: -6727.137 eV
* gap between HOMO and LUMO: 0.4108 Eh
* SMILES: N=C1COC1
* relative energy (zero: lowest compared OMol25 entry of this formula, charge and spin): 235.03 kJ/mol
* LUMO: 1.0 eV

ORCA input file:
```
! RIJCOSX wB97M-V def2-TZVPD def2/J DEFGRID3
* xyz 0 1
C -0.52204 0.03126 0.89446
O 0.29367 -1.13834 0.76122
C 0.63350 -0.88254 -0.61131
C 0.07515 0.49477 -0.47176
N 0.10086 1.63481 -1.00583
H -0.34924 0.55884 1.85868
H -1.60613 -0.19415 0.86518
H -0.38351 1.97615 -0.17624
H 0.05280 -1.50477 -1.30132
H 1.70494 -0.97602 -0.81309
*
```

---

(19)
Molecular formula: C3H5NO
Method: DFT, wB97M-V/def2-TZVPD

Output
* HOMO energy: -9.1619 eV
* electronic energy: -6726.477 eV
* gap between HOMO and LUMO: 0.3738 Eh
* SMILES: [H]/N=C1\O[C@@H]1C
* relative energy (zero: lowest compared OMol25 entry of this formula, charge and spin): 298.66 kJ/mol
* LUMO: 1.0 eV

ORCA input file:
```
! RIJCOSX wB97M-V def2-TZVPD def2/J DEFGRID3
* xyz 0 1
C 1.27435 0.03532 0.00220
C -0.20523 0.35957 -0.56698
C -1.41256 -0.18089 0.20995
N 2.07817 -0.85093 -0.09428
O 0.72962 1.15519 0.31180
H -0.19576 0.77485 -1.64321
H -2.26615 0.60162 0.23790
H -1.18033 -0.14314 1.16913
H -1.80120 -1.07722 -0.08974
H 2.97907 -0.67437 0.46324
*
```

---

(20)
Molecular formula: C3H5NO
Method: DFT, wB97M-V/def2-TZVPD

Output
* HOMO energy: -10.9450 eV
* electronic energy: -6728.466 eV
* gap between HOMO and LUMO: 0.4324 Eh
* SMILES: COCC#N
* relative energy (zero: lowest compared OMol25 entry of this formula, charge and spin): 106.74 kJ/mol
* LUMO: 0.8 eV

ORCA input file:
```
! RIJCOSX wB97M-V def2-TZVPD def2/J DEFGRID3
* xyz 0 1
C -0.99260 0.84160 0.25347
O -0.10207 0.67406 -0.83263
C 0.54831 -0.56275 -0.83149
C 1.47932 -0.70096 0.31757
N 2.17060 -0.76309 1.24257
H -1.89335 0.21911 0.13020
H -1.27302 1.89736 0.26218
H -0.50490 0.59406 1.21045
H 1.12168 -0.62111 -1.76029
H -0.16001 -1.40631 -0.80805
*
```